ORCA calculation (ωB97M-V with the def2-TZVPD basis set) on CCl2Na6O11 as an isolated structure at a distorted geometry.

Geometry as XYZ:
```
20
Properties=species:S:1:pos:R:3:nbo_charge:R:1
Na 3.687 -0.399 1.177 0.981
Na 0.335 4.929 0.288 0.998
Na -0.364 -1.262 4.351 0.691
Na 0.525 -0.746 -1.815 0.979
Na -2.878 0.024 0.871 0.907
Na -1.909 0.993 3.910 0.401
Cl -2.987 -2.402 -1.347 2.499
O -3.324 -3.620 -0.651 -0.779
O -3.909 -1.270 -1.267 -0.882
O -1.702 -1.872 -0.863 -0.998
O -2.835 -2.780 -2.745 -0.809
Cl 0.422 1.066 1.113 2.500
O -0.861 0.573 0.582 -0.921
O 0.524 0.707 2.506 -0.856
O 1.520 0.474 0.348 -0.846
O 0.382 2.475 0.629 -0.871
C 3.352 0.796 -1.740 0.900
O 3.157 -0.442 -1.977 -0.663
O 2.961 1.572 -2.660 -0.507
O 3.904 1.184 -0.712 -0.724
```

## Properties
- HOMO: -11.5011 eV
- Energy relative to the best compared isomer or geometry (same formula, charge and spin): 49.9 kJ/mol
- Total charge: +2
- Molecular weight: 396.8 u
- LUMO level: -9.5919 eV



ORCA calculation (ωB97M-V with the def2-TZVPD basis set) on C42H63F6FeO42 as an isolated structure at a distorted geometry.

Geometry as XYZ:
```
154
Properties=species:S:1:pos:R:3:lowdin_spin:R:1
Fe 2.210 -0.493 -2.778 4.301
C 5.233 -3.116 -2.446 0.005
C 4.034 -2.259 -2.753 0.023
O 2.969 -2.302 -2.181 0.081
O 4.088 -1.203 -3.419 0.099
H 5.538 -3.838 -3.203 0.000
H 5.130 -3.655 -1.504 0.001
H 6.031 -2.393 -2.277 0.001
C -0.216 -0.777 0.470 0.006
C 0.653 -0.511 -0.785 0.021
O 0.296 -0.736 -1.935 0.084
O 1.785 -0.073 -0.753 0.096
H 0.313 -1.494 1.097 0.001
H -1.136 -1.239 0.112 0.001
H -0.265 0.107 1.105 0.000
C 2.146 3.323 -4.045 0.006
C 2.330 1.848 -3.628 0.026
O 3.131 1.374 -2.838 0.096
O 1.588 0.927 -4.022 0.101
H 1.341 3.841 -3.523 0.000
H 1.985 3.319 -5.123 0.001
H 2.996 3.966 -3.818 0.001
C -6.317 -3.455 3.498 0.000
C -5.286 -2.819 2.677 0.000
O -5.236 -3.552 1.517 0.000
C -6.256 -4.339 1.372 0.000
O -6.598 -4.865 0.296 0.000
O -6.863 -4.459 2.557 0.000
F -4.125 -2.978 3.339 0.000
H -7.134 -2.772 3.731 0.000
H -5.992 -3.841 4.464 0.000
H -5.392 -1.739 2.572 0.000
C 5.543 5.526 -2.325 0.000
C 6.288 4.986 -1.072 0.000
O 5.175 4.468 -0.337 0.000
C 3.997 4.852 -0.920 0.000
O 2.915 4.588 -0.453 0.000
O 4.211 5.767 -1.849 0.000
F 6.873 6.081 -0.569 0.000
H 5.474 4.736 -3.072 0.000
H 6.009 6.376 -2.822 0.000
H 7.133 4.380 -1.397 0.000
C -3.490 1.245 4.142 0.000
C -3.386 2.075 5.459 0.000
O -3.374 1.021 6.418 0.000
C -3.322 -0.239 5.840 0.000
O -3.176 -1.247 6.463 0.000
O -3.382 -0.134 4.547 0.000
F -4.490 2.737 5.667 0.000
H -2.661 1.491 3.479 0.000
H -4.449 1.506 3.695 0.000
H -2.508 2.718 5.518 0.000
C -4.596 0.793 -2.386 0.000
C -3.106 0.818 -2.154 0.000
O -2.931 0.755 -0.764 0.000
C -4.049 0.267 -0.180 0.000
O -4.241 -0.029 1.035 0.000
O -5.037 0.150 -1.148 0.000
F -2.719 2.022 -2.638 0.000
H -5.057 0.207 -3.181 0.000
H -5.176 1.712 -2.301 0.000
H -2.525 0.075 -2.700 0.000
C -3.321 -4.774 -1.357 0.000
C -2.387 -3.728 -1.818 0.000
O -3.226 -2.621 -2.063 0.000
C -4.361 -3.061 -2.448 0.000
O -5.203 -2.348 -3.055 0.000
O -4.526 -4.310 -1.985 0.000
F -1.755 -4.122 -2.917 0.000
H -3.324 -4.747 -0.267 0.000
H -3.150 -5.816 -1.630 0.000
H -1.567 -3.532 -1.126 0.000
C 4.854 1.221 0.883 0.000
C 5.679 1.084 -0.433 0.000
O 5.892 -0.316 -0.543 0.000
C 5.551 -0.898 0.578 0.000
O 5.523 -2.103 0.777 0.000
O 5.112 0.031 1.532 0.000
F 6.892 1.689 -0.291 0.000
H 3.794 1.300 0.640 0.000
H 5.006 2.097 1.514 0.000
H 5.175 1.447 -1.328 0.000
C -4.906 0.686 -7.513 0.000
O -3.688 1.393 -7.413 0.000
C -2.901 1.407 -6.375 0.000
O -2.982 0.651 -5.459 0.000
O -1.907 2.339 -6.695 0.000
C -0.703 2.337 -5.951 0.001
H -5.530 1.053 -6.698 0.000
H -4.880 -0.399 -7.615 0.000
H -5.329 0.968 -8.478 0.000
H -0.504 3.387 -5.740 0.000
H 0.088 1.886 -6.550 0.000
H -0.664 1.790 -5.009 0.000
C 4.278 -2.868 8.145 0.000
O 3.939 -3.067 6.768 0.000
C 4.270 -2.149 5.885 0.000
O 5.137 -1.313 6.064 0.000
O 3.463 -2.226 4.824 0.000
C 3.486 -1.231 3.855 0.000
H 3.813 -1.990 8.595 0.000
H 5.367 -2.823 8.138 0.000
H 4.014 -3.746 8.734 0.000
H 2.828 -1.376 2.998 0.000
H 4.526 -1.118 3.548 0.000
H 3.159 -0.330 4.374 0.000
C 1.297 3.355 3.282 0.000
O 1.748 2.515 4.392 0.000
C 0.818 1.680 4.806 0.000
O -0.383 1.638 4.475 0.000
O 1.439 0.959 5.606 0.000
C 0.812 -0.115 6.310 0.000
H 2.039 4.047 2.884 0.000
H 0.387 3.867 3.591 0.000
H 0.929 2.773 2.437 0.000
H 1.654 -0.729 6.628 0.000
H 0.195 -0.703 5.631 0.000
H 0.259 0.127 7.218 0.000
C -2.037 -2.297 -5.340 0.000
O -0.808 -1.657 -5.056 0.001
C 0.429 -2.320 -4.981 0.006
O 1.404 -1.745 -4.414 0.037
O 0.419 -3.500 -5.587 0.003
C 1.599 -4.239 -5.801 0.000
H -2.398 -1.743 -6.206 0.000
H -2.700 -2.212 -4.480 0.000
H -1.918 -3.348 -5.606 0.000
H 1.289 -5.077 -6.426 0.000
H 1.875 -4.624 -4.820 0.000
H 2.271 -3.538 -6.296 0.000
C 1.808 -4.769 -0.171 0.000
O 1.461 -4.305 1.146 0.000
C 0.154 -4.131 1.589 0.000
O -0.921 -4.535 1.055 0.000
O 0.221 -3.530 2.809 0.000
C -1.013 -3.113 3.482 0.000
H 1.734 -5.856 -0.208 0.000
H 2.809 -4.402 -0.396 0.000
H 1.092 -4.298 -0.845 0.000
H -1.495 -2.356 2.862 0.000
H -0.691 -2.738 4.453 0.000
H -1.694 -3.954 3.618 0.000
C -1.384 8.576 1.557 0.000
O -1.155 7.215 1.632 0.000
C -2.036 6.351 1.114 0.000
O -2.765 6.501 0.127 0.000
O -1.668 5.150 1.503 0.000
C -2.072 3.982 0.922 0.000
H -0.955 8.743 0.569 0.000
H -0.907 9.275 2.244 0.000
H -2.456 8.765 1.617 0.000
H -3.132 3.856 1.141 0.000
H -1.409 3.176 1.237 0.000
H -2.102 4.029 -0.166 0.000
```

## Properties
- HOMO (alpha / beta): -9.8427 / -10.0220 eV
- Total charge: 0
- Molecular weight: 1409.8 u
- Spin multiplicity: 6
- Expectation value of S²: 8.756
- LUMO level (alpha / beta): 0.2665 / -0.9205 eV



ORCA calculation (ωB97M-V with the def2-TZVPD basis set) on one molecule with the formula C7H9N at a distorted geometry.

Geometry as XYZ:
```
17
Properties=species:S:1:pos:R:3:nbo_charge:R:1
C -2.415 -0.432 -0.288 -0.322
C -1.171 -0.716 0.008 0.004
C 0.097 -0.759 0.591 -0.260
C 0.066 0.681 1.242 -0.379
C -0.006 1.616 0.005 -0.263
N 0.658 0.853 -1.188 -0.624
C 1.354 -0.129 -0.306 0.043
C 1.117 -1.493 -0.050 -0.433
H -3.489 -0.512 -0.646 0.264
H -0.768 0.606 1.978 0.232
H 0.849 0.751 1.874 0.207
H -1.065 1.868 -0.155 0.229
H 0.637 2.530 0.016 0.217
H -0.046 0.263 -1.906 0.388
H 2.180 0.289 0.326 0.208
H 1.892 -2.085 0.445 0.230
H 0.951 -2.294 -0.832 0.260
```

## Properties
- HOMO: -7.6372 eV
- Energy relative to the best compared isomer or geometry (same formula, charge and spin): 796.6 kJ/mol
- Total charge: 0
- Molecular weight: 107.2 u
- SMILES: C#C[C@]12CCN[C@@H]1C2
- LUMO level: 0.9081 eV



ORCA calculation (ωB97M-V with the def2-TZVPD basis set) on C27H35N2ORe as an isolated structure at a distorted geometry.

Geometry as XYZ:
```
66
Properties=species:S:1:pos:R:3:nbo_charge:R:1
C 1.208 -2.236 0.512 -0.058
C 1.640 -1.402 -0.595 -0.088
C 0.693 -1.578 -1.686 -0.048
C -0.328 -2.523 -1.252 -0.102
C -0.013 -2.928 0.110 -0.035
Re -0.356 -0.856 0.033 1.141
C -3.681 1.079 -1.160 -0.051
C -2.900 0.690 -0.087 -0.132
H -2.467 1.443 0.645 0.189
C -2.446 -0.769 0.154 -0.859
H -2.949 -1.451 -0.575 0.238
H -2.685 -1.069 1.203 0.234
C -3.440 2.682 -1.381 -0.630
H -2.706 3.086 -0.657 0.194
H -3.080 2.920 -2.395 0.201
H -4.383 3.241 -1.243 0.223
C -3.054 0.432 -2.524 -0.627
H -2.068 -0.028 -2.308 0.183
H -3.696 -0.384 -2.904 0.219
H -2.914 1.180 -3.316 0.219
C 2.876 -0.620 -0.634 -0.643
H 3.037 -0.073 0.311 0.216
H 3.773 -1.257 -0.792 0.250
H 2.849 0.142 -1.427 0.255
C 0.881 -1.057 -3.050 -0.631
H 1.328 -0.054 -3.025 0.241
H 1.557 -1.700 -3.650 0.242
H -0.078 -0.989 -3.594 0.230
C -1.401 -3.101 -2.071 -0.637
H -1.540 -2.539 -3.011 0.239
H -1.184 -4.152 -2.340 0.243
H -2.366 -3.113 -1.537 0.230
C -0.749 -3.895 0.929 -0.641
H -1.803 -3.978 0.611 0.238
H -0.307 -4.907 0.870 0.247
H -0.745 -3.611 1.997 0.226
C 1.908 -2.421 1.791 -0.643
H 1.199 -2.530 2.633 0.226
H 2.547 -3.325 1.796 0.254
H 2.562 -1.562 2.022 0.231
C 2.011 2.369 -1.323 0.128
C 0.703 2.580 -2.093 -0.339
C 3.033 2.871 -2.189 -0.315
C 0.597 2.732 -3.472 -0.233
H -0.379 2.472 -1.950 0.241
C 2.887 3.196 -3.563 -0.216
H 3.932 2.989 -1.689 0.222
C 1.687 3.074 -4.261 -0.175
H -0.397 2.673 -3.983 0.221
H 3.777 3.511 -4.180 0.237
H 1.528 3.234 -5.322 0.234
N 0.367 0.819 6.973 -0.792
C 1.076 1.317 5.918 0.627
O 2.064 1.992 6.109 -0.557
C 0.581 1.009 4.535 -0.056
C -0.585 0.259 4.292 -0.161
C -0.864 -0.132 2.970 0.057
N -0.120 0.245 1.915 -0.527
C 0.966 1.039 2.139 0.057
C 1.322 1.424 3.430 -0.195
H 0.721 0.909 7.859 0.414
H -0.419 0.111 6.832 0.392
H -1.273 -0.061 5.051 0.223
H -1.707 -0.797 2.790 0.224
H 1.556 1.338 1.260 0.237
H 2.220 2.038 3.547 0.271
```

## Properties
- HOMO (alpha / beta): -10.7531 / -10.7256 eV
- Total charge: +1
- Molecular weight: 589.8 u
- Spin multiplicity: 4
- Expectation value of S²: 3.778
- LUMO level (alpha / beta): -3.7850 / -4.4663 eV